<w>
Molecular formula: CH4O3
Method: DFT, ωB97M-V/def2-TZVPD

Computed properties:
HOMO-LUMO gap ... 11.357 eV
Highest occupied orbital energy ... -10.842 eV
Net charge ... 0

Geometry as XYZ:
```
8
CH4O3 (ωB97M-V/def2-TZVPD)
O -1.07543 -0.89457 0.34547
C -0.51791 -0.40883 1.28787
O 0.46959 0.47832 1.30749
H -0.91529 -0.65826 2.20375
H 0.21489 1.33498 1.61627
O 0.90734 -0.18369 -2.19869
H 0.88776 0.72371 -2.40352
H 0.02904 -0.39166 -2.15866
```

***

<x>
Molecular formula: CH4O3
Method: DFT, ωB97M-V/def2-TZVPD

Computed properties:
HOMO-LUMO gap ... 10.358 eV
Highest occupied orbital energy ... -10.218 eV
Net charge ... 0

Geometry as XYZ:
```
8
CH4O3 (ωB97M-V/def2-TZVPD)
O -0.95428 1.48045 -1.49275
C 0.03783 0.87763 -0.98064
O 0.00000 0.00000 0.00000
H 1.07205 1.14386 -1.27591
H 0.87123 -0.23190 0.42332
O 3.11546 0.16159 -1.98159
H 3.67409 -0.35342 -1.35632
H 3.73532 0.80255 -2.39778
```

***

<x> (8.7 kcal/mol below the next structure)

***

<w>
Molecular formula: CH4O3
Method: DFT, ωB97M-V/def2-TZVPD

Computed properties:
HOMO-LUMO gap ... 11.836 eV
Highest occupied orbital energy ... -11.067 eV
Net charge ... 0

Geometry as XYZ:
```
8
CH4O3 (ωB97M-V/def2-TZVPD)
O -0.53355 0.12322 -1.08828
C -1.25940 0.14096 -0.08439
O -0.73796 0.22343 1.18895
H -2.34272 -0.03003 -0.11182
H 0.19622 0.13490 0.89094
O 2.00010 -0.44445 -0.02514
H 2.49564 0.44449 -0.10828
H 1.37854 -0.61280 -0.76882
```

***

<x>
Molecular formula: CH4O3
Method: DFT, ωB97M-V/def2-TZVPD

Computed properties:
HOMO-LUMO gap ... 9.088 eV
Highest occupied orbital energy ... -8.755 eV
Net charge ... 0

Geometry as XYZ:
```
8
CH4O3 (ωB97M-V/def2-TZVPD)
C 0.18574 -0.29839 -0.43939
O 0.55353 -1.49318 0.03714
O -1.08417 -0.12947 -0.89625
O 0.15231 0.97522 1.44452
H 1.01868 0.26738 -0.66903
H -0.09005 -2.03184 0.48655
H -1.21147 0.81349 -1.06023
H 0.47544 1.89678 1.09669
```

***

<w> (68.7 kcal/mol below the next structure)

***

<w>
Molecular formula: CH4O3
Method: DFT, ωB97M-V/def2-TZVPD

Computed properties:
HOMO-LUMO gap ... 10.722 eV
Highest occupied orbital energy ... -10.505 eV
Net charge ... 0

Geometry as XYZ:
```
8
CH4O3 (ωB97M-V/def2-TZVPD)
O 0.52360 -1.11532 -2.58817
C 0.17797 -0.41018 -1.62999
O 0.29407 -0.81646 -0.29501
H -0.12648 0.65493 -1.60713
H 0.04117 -0.10136 0.35051
O -0.19808 0.87827 1.65827
H 0.39361 0.33972 2.23109
H -1.10588 0.57037 1.88042
```

***

<x>
Molecular formula: CH4O3
Method: DFT, ωB97M-V/def2-TZVPD

Computed properties:
HOMO-LUMO gap ... 11.131 eV
Highest occupied orbital energy ... -10.848 eV
Net charge ... 0

Geometry as XYZ:
```
8
CH4O3 (ωB97M-V/def2-TZVPD)
O 0.65827 -1.72307 -1.38866
C -0.19996 -0.90719 -0.93292
O 0.00000 0.00000 0.00000
H -1.26278 -0.97937 -1.23769
H -0.81265 0.42390 0.38977
O 3.83429 -2.35870 -0.72044
H 4.36591 -3.14965 -0.96544
H 2.97528 -2.48397 -1.18374
```

***

<w> (5.1 kcal/mol below the next structure)

***

<w>
Molecular formula: C23H32N2O4
Method: DFT, ωB97M-V/def2-TZVPD

Computed properties:
HOMO-LUMO gap ... 9.096 eV
Highest occupied orbital energy ... -8.409 eV
Net charge ... 0

Geometry as XYZ:
```
61
C23H32N2O4 (ωB97M-V/def2-TZVPD)
C -1.85546 -2.96630 -1.69328
O -2.27331 -2.15029 -0.62351
C -1.33198 -1.39914 0.03168
C 0.02087 -1.46538 -0.25773
C 0.96766 -0.72328 0.44268
C 2.38619 -0.86991 0.00931
O 2.68319 -1.25090 -1.10912
N 3.31701 -0.58332 0.95013
C 4.72809 -0.55211 0.65427
C 5.26359 0.88684 0.58923
C 6.69837 0.90109 0.14023
C 7.70506 0.94395 1.00190
C 9.15112 0.93913 0.61147
C 9.33386 1.23906 -0.87337
C 8.34123 0.41837 -1.68846
C 6.91866 0.84892 -1.34560
C 0.54011 0.12791 1.45281
C -0.80712 0.22104 1.73586
C -1.76336 -0.52175 1.04805
O -3.03954 -0.34019 1.48516
C -4.15562 -0.52580 0.62493
C -4.11528 0.42728 -0.57296
C -5.41352 0.31491 -1.36969
N -6.55476 0.58531 -0.51965
C -7.27008 1.72291 -0.70827
C -8.39089 1.99784 0.27354
O -7.03933 2.47249 -1.63727
C -6.65185 -0.32212 0.59744
C -5.39639 -0.22752 1.46803
H -2.76491 -3.42388 -2.08046
H -1.37831 -2.38029 -2.48408
H -1.17117 -3.75045 -1.35648
H 0.39219 -2.10631 -1.04104
H 3.02358 -0.26073 1.85712
H 5.27696 -1.11749 1.41366
H 4.85005 -1.04326 -0.31335
H 5.17141 1.34710 1.57597
H 4.65002 1.45162 -0.11628
H 7.50712 0.97326 2.06588
H 9.57368 -0.04456 0.84541
H 9.69511 1.67087 1.21479
H 9.15392 2.30077 -1.05481
H 10.35817 1.01399 -1.17654
H 8.46844 -0.63986 -1.45114
H 8.52341 0.54979 -2.75669
H 6.72547 1.84359 -1.76198
H 6.19673 0.16698 -1.80007
H 1.23105 0.75378 1.99740
H -1.16337 0.88585 2.50707
H -4.19547 -1.56279 0.27077
H -3.26795 0.19039 -1.21619
H -3.99520 1.44972 -0.20806
H -5.42971 1.04124 -2.18360
H -5.51032 -0.69542 -1.78308
H -8.87893 2.91974 -0.03085
H -9.12168 1.19252 0.26328
H -8.00243 2.12141 1.28179
H -7.53714 -0.10924 1.19242
H -6.74020 -1.34288 0.20364
H -5.45691 -0.93289 2.29687
H -5.30335 0.77841 1.88063
```

***

<x>
Molecular formula: C23H32N2O4
Method: DFT, ωB97M-V/def2-TZVPD

Computed properties:
HOMO-LUMO gap ... 8.767 eV
Highest occupied orbital energy ... -8.471 eV
Net charge ... 0

Geometry as XYZ:
```
61
C23H32N2O4 (ωB97M-V/def2-TZVPD)
C -0.00956 4.33792 -1.05949
C -0.67050 2.99972 -0.95671
C -0.46795 2.04055 -1.94602
C -1.08505 0.80313 -1.90510
O -0.86516 -0.08533 -2.93133
C 0.45342 -0.59175 -3.04775
C 0.75442 -1.52471 -1.86400
O 0.55737 -2.72186 -1.92130
N 1.16518 -0.88987 -0.75530
C 1.44982 -1.58866 0.48230
C 0.98891 -0.73553 1.66211
C 1.99289 0.39216 2.00311
C 1.26710 1.74404 2.02986
C 2.58720 0.15356 3.40407
N 2.98144 0.49601 0.93436
C 3.80630 -0.65065 0.56336
C 4.29849 -0.39332 -0.87204
C 5.06091 -0.82347 1.43898
C 2.93909 -1.92016 0.61386
C -1.94696 0.46464 -0.83660
C -2.67865 -0.77716 -0.69377
C -2.73815 -1.76277 -1.81332
C -3.32510 -1.02526 0.47841
C -4.05446 -2.30185 0.76603
C -3.37502 -0.03801 1.54701
O -3.90681 -0.19383 2.62096
O -2.79678 1.17641 1.30290
C -2.08440 1.42200 0.18322
C -1.47780 2.67339 0.11429
H 1.06398 4.22472 -1.20242
H -0.18502 4.92650 -0.16369
H -0.40225 4.88342 -1.91657
H 0.17363 2.27240 -2.78403
H 0.45673 -1.17403 -3.97072
H 1.19539 0.21463 -3.11014
H 1.39942 0.09204 -0.74869
H 0.87801 -2.52207 0.44263
H 0.85716 -1.38126 2.52992
H 0.01399 -0.30892 1.42201
H 0.91721 2.00294 1.03414
H 0.41269 1.70267 2.69961
H 1.93741 2.52867 2.37564
H 1.81726 0.31035 4.15590
H 3.40036 0.85115 3.59780
H 2.96032 -0.86089 3.51315
H 3.57351 1.30363 1.09588
H 3.47110 -0.36052 -1.57340
H 4.97902 -1.18203 -1.18165
H 4.82819 0.55597 -0.91913
H 4.81014 -1.00999 2.47781
H 5.64912 -1.66304 1.07636
H 5.67785 0.07249 1.38970
H 3.08209 -2.43783 1.56313
H 3.23179 -2.60038 -0.18587
H -3.59100 -2.42416 -1.69776
H -2.80974 -1.24979 -2.76772
H -1.83432 -2.37154 -1.83284
H -4.37267 -2.29532 1.80556
H -3.41241 -3.16276 0.59140
H -4.93913 -2.39711 0.13666
H -1.64593 3.36445 0.92462
```

***

<x> (17.1 kcal/mol below the next structure)

***

<w>
Molecular formula: C2H3BrO2
Method: DFT, ωB97M-V/def2-TZVPD

Computed properties:
HOMO-LUMO gap ... 8.459 eV
Highest occupied orbital energy ... -10.339 eV
Net charge ... 0

Geometry as XYZ:
```
8
C2H3BrO2 (ωB97M-V/def2-TZVPD)
C 0.58628 -0.46559 0.41353
C -0.21595 0.67529 -0.26018
O 0.79606 -1.68291 -0.29618
O 1.84091 -0.77312 0.00423
Br -2.73453 0.37122 -0.16961
H 0.35835 -0.48984 1.43820
H -0.43239 0.71240 -1.35395
H -0.19874 1.65254 0.22397
```

***

<x>
Molecular formula: C2H3BrO2
Method: DFT, ωB97M-V/def2-TZVPD

Computed properties:
HOMO-LUMO gap ... 10.537 eV
Highest occupied orbital energy ... -9.984 eV
Net charge ... 0

Geometry as XYZ:
```
8
C2H3BrO2 (ωB97M-V/def2-TZVPD)
O 1.24312 -0.94244 0.23380
C 0.06625 -0.35100 0.15890
Br -0.84114 -0.62514 1.97660
C -0.30603 0.92587 -0.38509
O -0.89525 -0.27998 -0.79674
H 1.38693 -1.74884 -0.23528
H -1.03396 1.59535 0.08378
H 0.38008 1.42619 -1.03598
```

***

<x> (80.3 kcal/mol below the next structure)

***

<w>
Molecular formula: C4H14N
Method: DFT, ωB97M-V/def2-TZVPD

Computed properties:
<S²> ... 0.753
Spin multiplicity ... 2
HOMO-LUMO gap (spin up / spin down) ... 14.211 / 6.233 eV
Highest occupied orbital energy (spin up / spin down) ... -20.999 / -20.992 eV
Net charge ... +2

Geometry as XYZ:
```
19
C4H14N (ωB97M-V/def2-TZVPD)
C -2.18548 -0.76677 0.09613
C -1.92161 -1.41158 1.54906
H -1.59995 -1.35776 -0.59310
H -3.24368 -0.73804 -0.14495
H -1.98232 0.32906 0.14066
H -2.63058 -0.87137 2.21285
H -0.91736 -1.39489 1.97363
H -2.15390 -2.48755 1.41944
C 0.93064 0.62410 -0.94134
C 1.05051 1.31262 0.42079
N 2.42524 0.43100 -1.42994
H 0.55709 -0.40359 -0.87346
H 0.36356 1.26453 -1.64032
H 1.82901 0.93316 1.08475
H 0.20979 0.91038 0.98619
H 2.87851 -0.45273 -1.17766
H 2.47632 0.47854 -2.44977
H 2.94542 1.21230 -1.02853
H 0.96881 2.38860 0.39557
```

***

<x>
Molecular formula: C4H14N
Method: DFT, ωB97M-V/def2-TZVPD

Computed properties:
<S²> ... 0.752
Spin multiplicity ... 2
HOMO-LUMO gap (spin up / spin down) ... 14.480 / 6.661 eV
Highest occupied orbital energy (spin up / spin down) ... -21.131 / -21.131 eV
Net charge ... +2

Geometry as XYZ:
```
19
C4H14N (ωB97M-V/def2-TZVPD)
C -1.00214 2.87840 -2.01434
C 0.39014 2.37615 -1.90496
H -1.08847 3.37957 -3.00370
H -1.11254 3.56033 -1.15876
H -1.89335 2.19568 -2.00635
H 0.59695 2.28062 -0.82938
H 0.57275 1.37315 -2.39860
H 1.23729 2.94228 -2.34889
C -0.19323 -2.91469 1.73942
N 0.71030 -1.85575 1.22163
C 0.06945 -0.49108 1.01622
H 0.27024 -3.83295 2.09434
H -0.84391 -2.49919 2.51399
H -0.90278 -3.24036 0.98054
H 0.98824 -2.19648 0.29731
H 1.54548 -1.73260 1.79712
H -0.55324 -0.29202 1.88020
H -0.27189 -0.45625 -0.01156
H 0.91314 0.21101 1.02390
```

***

<x> (4.1 kcal/mol below the next structure)

***

<w>
Molecular formula: C5H17N2O
Method: DFT, ωB97M-V/def2-TZVPD

Computed properties:
HOMO-LUMO gap ... 9.766 eV
Highest occupied orbital energy ... -12.817 eV
Net charge ... +1

Geometry as XYZ:
```
25
C5H17N2O (ωB97M-V/def2-TZVPD)
C 1.74049 1.73832 -0.62597
C 0.94810 1.78529 0.67132
C -0.48990 1.18627 0.64851
C -0.61745 -0.15498 1.36192
C -1.95938 -0.81926 1.03364
N -2.05678 -1.28972 -0.33958
N 1.64920 0.35518 -1.21024
H 2.79105 1.94880 -0.45440
H 1.33534 2.42244 -1.36725
H 0.87725 2.80831 1.02902
H 1.51210 1.22902 1.42674
H -1.16372 1.89609 1.12903
H -0.83716 1.13542 -0.38551
H -0.46199 -0.09737 2.43847
H 0.21275 -0.81864 1.07501
H -2.21644 -1.62932 1.71056
H -2.68558 -0.01200 1.22598
H -1.91009 -0.57994 -1.03833
H -2.76422 -1.95330 -0.63438
H 1.82960 -0.38607 -0.52465
H 2.27746 0.18364 -1.99877
H 0.71741 0.09227 -1.51169
H -0.15459 -1.83181 -0.53702
H 0.52711 -3.00960 -1.31838
O 0.64647 -2.13162 -0.97181
```

***

<x>
Molecular formula: C5H17N2O
Method: DFT, ωB97M-V/def2-TZVPD

Computed properties:
HOMO-LUMO gap ... 5.475 eV
Highest occupied orbital energy ... -13.663 eV
Net charge ... +1

Geometry as XYZ:
```
25
C5H17N2O (ωB97M-V/def2-TZVPD)
N 1.37780 -0.21191 1.60617
C 1.59058 0.29658 0.26114
C 2.86586 -0.24694 -0.22949
C 0.34753 -0.11401 -0.45852
N -0.84822 0.41551 0.11176
C -2.12656 -0.00134 -0.49397
C -1.74056 3.22858 1.40502
H -1.88404 2.81694 2.37873
H 0.46285 0.10661 1.86223
H 2.08151 0.23054 2.17976
H 1.51197 1.42891 0.14759
H 3.60250 0.33348 0.34532
H 3.23703 -0.03841 -1.20925
H 3.01996 -1.30976 -0.01654
H 0.13475 -1.27367 -0.64035
H 0.35843 0.09956 -1.56463
H -3.01608 0.47636 -0.02893
H -2.34183 -1.09418 -0.21840
H -2.13549 0.06626 -1.61453
H -1.81421 2.42511 0.61945
H -2.62724 3.70793 1.05671
H -0.96190 3.96930 1.21373
H -1.55195 -3.37386 -1.35231
H -0.95765 -3.63625 -2.72652
O -0.80584 -3.16717 -1.92033
```

***

<w> (128.1 kcal/mol below the next structure)

***

<w>
Molecular formula: C5H17N2O
Method: DFT, ωB97M-V/def2-TZVPD

Computed properties:
HOMO-LUMO gap ... 9.312 eV
Highest occupied orbital energy ... -12.407 eV
Net charge ... +1

Geometry as XYZ:
```
25
C5H17N2O (ωB97M-V/def2-TZVPD)
N 2.12329 -0.27674 -0.16203
C 1.89669 0.52941 1.13644
C 0.32115 0.57101 1.61068
N -0.37524 -0.34932 0.71770
C -1.17322 0.50923 -0.20902
C -2.15046 -0.09395 -1.04496
C -1.07371 -1.46226 1.34351
H 1.40594 0.04183 -0.89104
H 3.00703 -0.01131 -0.62377
H 1.98851 -1.29252 0.01740
H 2.59135 0.03171 1.89302
H 2.27899 1.51647 0.87696
H 0.13322 1.61149 1.50293
H 0.28780 0.23612 2.74527
H -0.39932 1.05670 -0.91144
H -1.60848 1.45009 0.29693
H -2.78885 0.66962 -1.70643
H -2.02855 -0.81231 -1.78954
H -2.96199 -0.51388 -0.38177
H -0.44136 -1.85367 2.13375
H -1.18291 -2.19310 0.50934
H -2.08575 -1.27465 1.77485
H 0.60598 1.43527 -3.02321
H 0.71023 -0.13514 -3.19780
O 0.91967 0.60990 -2.61777
```

***

<x>
Molecular formula: C5H17N2O
Method: DFT, ωB97M-V/def2-TZVPD

Computed properties:
HOMO-LUMO gap ... 10.695 eV
Highest occupied orbital energy ... -13.504 eV
Net charge ... +1

Geometry as XYZ:
```
25
C5H17N2O (ωB97M-V/def2-TZVPD)
C -2.10800 1.54960 0.61064
C -0.83886 0.74508 0.50181
C 0.09203 1.28114 -0.57963
C 1.40637 0.53496 -0.77549
C 1.36546 -0.57497 -1.82485
N 1.13587 -1.89271 -1.21408
N -1.19628 -0.70009 0.12768
H -2.57182 1.46587 1.58874
H -1.94772 2.61093 0.48133
H -2.84304 1.35901 -0.16493
H -0.32016 0.68703 1.43674
H -0.48449 1.31156 -1.48343
H 0.30769 2.32421 -0.34105
H 2.20726 1.26405 -0.93725
H 1.80646 0.10307 0.14858
H 2.21480 -0.54587 -2.49283
H 0.52110 -0.33294 -2.48299
H 1.28707 -1.82062 -0.21690
H 1.81908 -2.57019 -1.51985
H -0.48986 -1.12498 -0.48443
H -1.26862 -1.23830 0.99578
H -2.10811 -0.78394 -0.32091
H 1.09535 -1.82967 2.78629
H 0.53447 -0.63774 3.47128
O 0.38395 -1.18446 2.68973
```

***

<y>
Molecular formula: C5H17N2O
Method: DFT, ωB97M-V/def2-TZVPD

Computed properties:
HOMO-LUMO gap ... 6.643 eV
Highest occupied orbital energy ... -13.597 eV
Net charge ... +1

Geometry as XYZ:
```
25
C5H17N2O (ωB97M-V/def2-TZVPD)
C 0.31761 0.34844 -1.55578
N 1.85021 0.22394 -1.66394
C 2.42130 1.51288 -2.10416
C -0.09609 0.63516 -0.19522
N -3.68937 -0.41347 -1.27431
C -0.79024 -1.43751 1.15162
C 0.17389 -0.18780 0.96937
H -0.02119 1.11786 -2.24790
H -0.14994 -0.56639 -1.94558
H 2.10410 0.21886 -0.67562
H 2.07688 2.41184 -1.58006
H 2.22980 1.71264 -3.15791
H 3.49956 1.45087 -1.97819
H -0.44959 1.62276 0.10711
H -3.96248 -0.44464 -0.29403
H -2.90180 0.24225 -1.31778
H -3.26980 -1.29702 -1.49340
H -0.33142 -2.02649 1.93637
H -0.85998 -1.97068 0.20608
H -1.78609 -1.11373 1.43932
H 0.05344 0.38019 1.88146
H 1.16964 -0.62861 0.83763
H 0.58929 0.15831 4.20216
H 0.90651 -1.22815 4.79936
O 0.91577 -0.72149 3.95339
```

***

<x> (45.6 kcal/mol below the next structure)